Here is a 7-piece molecular cluster, C44H46F6P overall at a distorted geometry from the Open Molecules 2025 dataset. Energies are from ωB97M-V/def2-TZVPD.

Its largest force on an atom is 2.41 eV/Å. The calculation puts the orbital gap at 0.1778 Ha. The LUMO energy is 2.07 eV. The charge is -1. As for the total energy: -71958.568 eV.

Atoms and positions in Å:
C -0.4841 -2.8076 8.3434
C -0.8725 -2.0440 7.4644
C -1.2622 -1.2639 6.1492
C 0.1011 -0.8696 5.3908
C 0.0771 -1.5830 3.9508
P 1.3421 -0.8792 2.6953
C 2.8756 -1.4313 3.7356
C 4.1254 -0.5888 3.1904
C 4.3216 0.6965 3.7653
H 0.0677 -3.3197 9.1727
H -1.8681 -1.8908 5.4360
H -1.8095 -0.3360 6.5085
H 0.9376 -1.3715 5.9675
H 0.2776 0.2410 5.3097
H -0.9585 -1.3454 3.5246
H 0.0980 -2.7237 4.0316
H 1.4116 -2.1890 2.0161
H 0.2381 -0.4966 1.8157
H 1.3885 0.4340 3.3314
H 2.2514 -0.3822 1.6730
H 2.8238 -1.1974 4.8361
H 3.1247 -2.5304 3.5625
H 4.7510 -1.0302 2.3628
H 3.5946 1.5426 3.5588
H 5.1840 0.9307 4.4534
F -2.0858 0.3201 2.3943
C -1.9773 1.4139 1.6336
C -1.7659 2.6409 2.2382
C -1.6447 3.7772 1.4488
C -1.7465 3.6747 0.0657
C -1.9648 2.4366 -0.5298
C -2.0756 1.2981 0.2574
H -1.6962 2.7011 3.3176
H -1.4706 4.7425 1.9110
H -1.6546 4.5634 -0.5499
H -2.0474 2.3603 -1.6079
H -2.2356 0.3242 -0.1887
F -0.9931 -3.8983 0.3120
C -1.6438 -4.5632 1.2765
C -1.5022 -5.9376 1.3676
C -2.1731 -6.6277 2.3708
C -2.9858 -5.9356 3.2636
C -3.1236 -4.5553 3.1582
C -2.4447 -3.8643 2.1630
H -0.8716 -6.4589 0.6584
H -2.0644 -7.6999 2.4568
H -3.5128 -6.4749 4.0437
H -3.7603 -4.0178 3.8520
H -2.5334 -2.7883 2.0723
F 0.8838 2.2111 -1.7584
C 1.9731 2.9167 -1.4168
C 2.7161 3.5408 -2.4036
C 3.8409 4.2752 -2.0481
C 4.2147 4.3670 -0.7111
C 3.4618 3.7302 0.2709
C 2.3309 3.0053 -0.0825
H 2.4135 3.4506 -3.4402
H 4.4260 4.7748 -2.8122
H 5.0956 4.9365 -0.4346
H 3.7564 3.7985 1.3118
H 1.7274 2.5094 0.6696
F 1.6464 5.9199 -4.4750
C 1.4982 5.4664 -5.7295
C 2.2326 6.0425 -6.7519
C 2.0813 5.5687 -8.0498
C 1.1902 4.5324 -8.3111
C 0.4548 3.9656 -7.2758
C 0.6135 4.4311 -5.9766
H 2.9153 6.8540 -6.5301
H 2.6566 6.0070 -8.8571
H 1.0698 4.1665 -9.3249
H -0.2421 3.1611 -7.4809
H 0.0552 3.9955 -5.1564
F -0.1116 -8.4734 1.9540
C 0.1218 -9.7261 1.5342
C 0.2467 -9.9756 0.1783
C 0.4933 -11.2724 -0.2558
C 0.6014 -12.3055 0.6698
C 0.4690 -12.0425 2.0288
C 0.2332 -10.7445 2.4650
H 0.1513 -9.1596 -0.5278
H 0.6005 -11.4780 -1.3146
H 0.7895 -13.3180 0.3295
H 0.5494 -12.8489 2.7489
H 0.1361 -10.5194 3.5202
F -2.5830 6.8457 -8.0922
C -2.9179 7.0574 -6.8078
C -1.9276 7.0722 -5.8412
C -2.2730 7.2960 -4.5141
C -3.6062 7.4918 -4.1677
C -4.5928 7.4698 -5.1474
C -4.2469 7.2569 -6.4767
H -0.8957 6.9096 -6.1284
H -1.5040 7.3170 -3.7502
H -3.8755 7.6619 -3.1311
H -5.6318 7.6183 -4.8759
H -5.0010 7.2451 -7.2543

***

Here is an isolated ion of composition C4H10NOS and charge -1 at a distorted geometry from the Open Molecules 2025 dataset. Energies are from ωB97M-V/def2-TZVPD.

The value obtained for the energy above the lowest of the compared OMol25 structures with the same formula, charge and spin is 269.6 kJ/mol. Its largest force on an atom is 1.48 eV/Å. The SMILES is C[C@H](CS)NC[O-]. The calculation puts the orbital gap at 0.2094 Ha. The LUMO energy is 3.07 eV. The charge is -1. As for the total energy: -18682.301 eV.

Atoms and positions in Å:
C -0.8130 1.5638 0.2850
C 0.2128 0.6217 -0.3661
C -0.3805 -0.7979 -0.4862
S -1.3487 -1.0350 -1.9897
N 1.4927 0.6418 0.3595
C 1.5812 -0.2071 1.6413
O 0.8830 0.2508 2.6836
H -0.9982 2.4907 -0.2665
H -1.7833 1.0603 0.4180
H -0.5420 1.7034 1.3230
H 0.4599 0.8897 -1.3945
H 0.4043 -1.5120 -0.3301
H -1.0081 -0.9855 0.3800
H -2.3297 -0.2212 -1.5736
H 1.6084 1.5790 0.7272
H 1.2252 -1.2020 1.3108
H 2.6735 -0.1482 1.8476

***

Here is C43H102AsF9N10O9STl as an isolated structure at a distorted geometry from the Open Molecules 2025 dataset. Energies are from ωB97M-V/def2-TZVPD.

Its largest force on an atom is 4.08 eV/Å. The calculation puts the orbital gap (alpha / beta) at 0.2973 / 0.1445 Ha. The spin multiplicity is 2. The LUMO energy (alpha / beta) is -0.19 / -4.35 eV. As for the total energy: -180401.900 eV. Its expectation value of S² is 0.75.

Atoms and positions in Å:
Tl 5.1365 -0.3847 0.2515
As 4.4145 -0.6804 4.1213
F 3.5394 -0.4699 2.5846
F 4.3970 -2.4392 3.7249
F 5.3638 -0.9256 5.5993
F 4.4563 1.0744 4.4355
F 2.8407 -0.8202 5.0334
F 5.8658 -0.5567 3.1381
C 0.1730 0.4819 0.6323
F 0.6737 0.7294 1.8454
F -0.8431 -0.4103 0.7750
F -0.3696 1.6048 0.0973
S 1.5948 -0.1809 -0.5715
O 1.0327 -0.4420 -1.9112
O 2.6447 0.8222 -0.6755
O 2.2421 -1.3225 0.1362
C -3.3923 5.1178 3.1733
C -2.4980 4.5471 2.0824
N -2.4716 5.4340 0.8646
C -2.0782 4.7925 -0.3673
C -3.0806 3.7972 -0.8936
C -1.5507 6.5394 1.1402
C -1.8633 7.7329 0.2140
H -3.4549 6.1966 3.3162
H -3.2191 4.6816 4.1571
H -4.4116 4.9057 2.8506
H -1.4753 4.3866 2.4236
H -2.7062 3.5091 1.8230
H -2.0195 5.5597 -1.1393
H -1.0807 4.3633 -0.2723
H -3.1943 2.8722 -0.3284
H -3.9892 4.3969 -0.9477
H -2.8014 3.4812 -1.8987
H -0.5025 6.2477 1.0735
H -1.7173 6.9276 2.1450
H -1.3380 8.5813 0.6528
H -2.9260 7.9711 0.2579
H -1.5452 7.5681 -0.8155
C -4.7229 -3.4093 -3.0534
C -5.5858 -2.4860 -2.1035
N -5.4500 -1.0803 -2.5216
C -4.0578 -0.6027 -2.5939
C -3.2639 -0.6212 -1.2764
C -6.2944 -0.2699 -1.6450
C -6.2949 1.1627 -1.9999
H -3.6421 -3.3052 -2.9583
H -4.9429 -3.2603 -4.1106
H -5.0583 -4.4320 -2.8809
H -6.6205 -2.8243 -2.0484
H -5.2293 -2.5101 -1.0737
H -3.5004 -1.2408 -3.2796
H -4.0205 0.3640 -3.0960
H -3.1329 -1.6395 -0.9101
H -2.2855 -0.1663 -1.4310
H -3.7128 -0.0999 -0.4309
H -6.0593 -0.4213 -0.5915
H -7.2961 -0.6832 -1.7626
H -5.3145 1.6135 -1.8458
H -7.0380 1.7290 -1.4385
H -6.5601 1.3162 -3.0459
C -3.8392 -1.9862 2.5996
C -4.4654 -1.1453 3.7459
N -4.6561 0.2882 3.5083
C -3.4200 1.0867 3.4243
C -2.5521 1.0039 4.6325
C -5.5351 0.4891 2.3207
C -6.9442 -0.1633 2.3605
H -4.4247 -1.8851 1.6858
H -3.8732 -3.0297 2.9130
H -2.8051 -1.7262 2.3735
H -5.4832 -1.4974 3.9137
H -4.0003 -1.2550 4.7255
H -2.8919 0.8296 2.5061
H -3.6816 2.1346 3.2773
H -1.5760 1.4187 4.3809
H -2.8467 1.6882 5.4282
H -2.2496 0.0253 5.0053
H -5.0096 0.1959 1.4118
H -5.6318 1.5670 2.1912
H -7.4927 0.1410 3.2519
H -6.8778 -1.2509 2.3883
H -7.5486 0.0864 1.4885
C -1.1666 -5.3408 2.1037
C -0.7519 -3.9426 2.5560
N 0.4175 -3.9399 3.3722
C 0.2076 -4.5769 4.6717
C 1.4032 -4.5216 5.5596
C 1.0340 -2.5681 3.3813
C 0.1688 -1.5063 4.1179
H -1.9958 -5.2440 1.4028
H -1.5102 -6.0333 2.8721
H -0.3949 -5.8898 1.5641
H -0.6172 -3.2757 1.7044
H -1.5599 -3.5346 3.1632
H -0.0403 -5.6282 4.5249
H -0.6028 -4.1073 5.2293
H 2.2637 -4.9681 5.0614
H 1.1804 -5.0576 6.4821
H 1.5803 -3.4814 5.8331
H 2.0447 -2.6729 3.7758
H 1.2654 -2.1518 2.4009
H -0.7930 -1.5291 3.6054
H 0.0891 -1.6431 5.1963
H 0.4944 -0.4801 3.9473
C 5.3489 -5.1394 -1.5548
C 4.5942 -4.3814 -0.4803
O 4.5883 -3.1374 -0.4583
N 4.0379 -5.1796 0.4143
C 3.3327 -4.8340 1.6130
H 5.4404 -4.6239 -2.5108
H 4.9560 -6.1187 -1.8278
H 6.3802 -5.2483 -1.2193
H 4.0383 -6.1536 0.1472
H 2.5617 -5.5590 1.8738
H 2.7693 -3.9113 1.4739
H 4.1120 -4.6873 2.3609
C -0.4444 -3.5096 -1.8506
C -0.6930 -3.1742 -3.2946
O -1.3888 -3.9659 -3.9431
N -0.2315 -1.9903 -3.7677
C -0.6885 -1.4509 -5.0798
H -1.3692 -3.8919 -1.4184
H -0.2198 -2.6242 -1.2560
H 0.4103 -4.1612 -1.6692
H 0.1232 -1.3562 -3.0661
H -0.0365 -1.8578 -5.8528
H -0.6907 -0.3610 -5.0967
H -1.7304 -1.6354 -5.3413
C 0.1867 2.7800 -2.8790
C 0.8913 2.4198 -4.1576
O 0.9177 3.2938 -5.0330
N 1.4202 1.2094 -4.2766
C 2.2658 0.9265 -5.4488
H -0.6375 2.1020 -2.6573
H -0.2046 3.7973 -2.8863
H 0.8500 2.8366 -2.0159
H 1.3587 0.5966 -3.4761
H 2.2393 -0.0958 -5.8260
H 3.3142 1.0596 -5.1818
H 1.9942 1.5691 -6.2863
C 5.9077 -0.7793 -4.4010
C 4.7532 -1.4252 -3.6904
O 4.6268 -1.1489 -2.4622
N 3.9983 -2.3021 -4.3669
C 2.9444 -3.0753 -3.7726
H 5.7113 0.2439 -4.7213
H 6.1927 -1.3597 -5.2785
H 6.7812 -0.7131 -3.7525
H 4.0322 -2.3012 -5.3764
H 2.2997 -2.4945 -3.1129
H 3.2225 -3.9144 -3.1350
H 2.3249 -3.5036 -4.5606
C 4.1922 4.0366 2.6232
C 3.6869 3.0363 1.6123
O 4.3765 2.0381 1.4238
N 2.5461 3.1446 0.9748
C 1.5752 4.1825 1.1177
H 5.2680 3.9475 2.7735
H 3.6901 4.0477 3.5906
H 3.9308 5.0346 2.2713
H 2.3673 2.3784 0.3415
H 1.1274 4.1538 2.1110
H 0.7780 3.9931 0.3989
H 2.0185 5.1697 0.9877
C 7.3984 2.4677 -3.2515
C 6.0731 2.5851 -2.5816
O 5.8330 1.8316 -1.6573
N 5.1802 3.4599 -3.0298
C 3.8195 3.6329 -2.5512
H 7.9192 3.4178 -3.3709
H 7.2958 1.9835 -4.2226
H 8.0092 1.7992 -2.6448
H 5.3062 3.9721 -3.8911
H 3.3857 2.7561 -2.0704
H 3.1531 4.0279 -3.3179
H 3.8029 4.3889 -1.7662

***

Here is a 3-piece molecular cluster, C5H9NO overall at a distorted geometry from the Open Molecules 2025 dataset. Energies are from ωB97M-V/def2-TZVPD.

The value obtained for the energy above the lowest of the compared OMol25 structures with the same formula, charge and spin is 485.5 kJ/mol. Its largest force on an atom is 3.50 eV/Å. The SMILES is C[C@@H]1CC1=O.[H][H].C#N. The calculation puts the orbital gap at 0.3466 Ha. The LUMO energy is 0.96 eV. As for the total energy: -8864.181 eV.

Atoms and positions in Å:
C -2.3543 -0.0271 -0.5051
C -0.8040 -0.1829 -0.5800
C -0.2470 -1.1692 0.5576
C 0.1723 0.2794 0.5107
O 0.8555 1.1767 0.8866
H -2.7831 -1.1131 -0.8470
H -2.6757 0.6741 -1.2293
H -2.6258 0.3791 0.5250
H -0.3882 -0.2302 -1.5383
H -1.0119 -1.5646 1.3056
H 0.6280 -1.6590 0.3728
H 1.8314 3.3719 3.5207
H 1.8701 3.3214 2.7736
C 3.9836 -0.7560 -0.9058
N 2.8900 -0.6388 -0.6829
H 5.0113 -0.8701 -1.2025

***

Here is a single C4H11NO molecule at a distorted geometry from the Open Molecules 2025 dataset. Energies are from ωB97M-V/def2-TZVPD.

The value obtained for the energy above the lowest of the compared OMol25 structures with the same formula, charge and spin is 225.8 kJ/mol. Its largest force on an atom is 3.53 eV/Å. The SMILES is CCNCCO. The calculation puts the orbital gap at 0.3443 Ha. The LUMO energy is 0.98 eV. As for the total energy: -7862.213 eV.

Atoms and positions in Å:
C -2.1365 -0.2287 -1.5517
C -1.5424 0.3726 -0.2657
N -0.0772 0.0142 -0.1916
C 0.6665 0.1662 0.9804
C 2.0859 -0.1721 0.6244
O 3.0196 -0.2416 1.6980
H -2.4025 -1.4281 -1.4058
H -3.1527 0.2290 -1.7813
H -1.5118 -0.0355 -2.4509
H -1.7850 1.5151 -0.2627
H -2.0461 0.0267 0.6783
H 0.1620 -0.7615 -0.7631
H 0.3421 1.1990 1.2434
H 0.3242 -0.2820 1.9691
H 2.3114 0.5447 -0.1685
H 1.9794 -1.1961 0.1539
H 3.7632 0.2783 1.4937

***

Here is C3CrO2S5Se4 as an isolated structure at a distorted geometry from the Open Molecules 2025 dataset. Energies are from ωB97M-V/def2-TZVPD.

The value obtained for the energy above the lowest of the compared OMol25 structures with the same formula, charge and spin is 65.6 kJ/mol. Its largest force on an atom is 2.67 eV/Å. The calculation puts the orbital gap (alpha / beta) at 0.1780 / 0.1826 Ha. The LUMO energy (alpha / beta) is 4.16 / 4.26 eV. The charge is -2. As for the total energy: -351186.468 eV.

Atoms and positions in Å:
Cr 1.9196 -0.0834 0.2292
S -5.4005 -1.2718 -0.0322
C -3.7645 -0.9736 -0.0919
S -3.0667 0.5925 0.0531
C -1.3830 0.1044 0.0860
C -1.1631 -1.2106 -0.1093
S 0.4036 -1.9109 -0.0883
S -2.5866 -2.2047 -0.3287
S -0.1416 1.2188 0.4356
Se 2.6132 0.9723 2.0646
Se 1.7342 3.8136 0.9014
Se 1.9231 3.4119 -1.2522
Se 2.0203 0.9436 -1.8413
O 3.0676 -1.1918 0.0610
O 3.8244 -2.2103 -0.0869